# 1
# C37H41AsN3O2PReSeSi

C37H41AsN3O2PReSeSi as an isolated structure (ωB97M-V/def2-TZVPD, the OMol25 dataset).

Summary:
charge	+2
energy above the lowest of the compared OMol25 structures with the same formula, charge and spin	15.1	kcal/mol
lowest unoccupied orbital energy (alpha / beta)	-7.41 / -7.30	eV
HOMO (alpha / beta)	-12.53 / -12.53	eV
HOMO-LUMO gap (alpha / beta)	5.121 / 5.229	eV
⟨S²⟩	0.760
spin multiplicity	2

```
88
Properties=species:S:1:pos:R:3:mulliken_charge:R:1
Re 0.311 0.780 -2.243 1.32
N 1.961 1.025 -3.634 -0.57
C 2.897 2.121 -3.233 -0.54
C 2.323 2.915 -2.065 0.68
O 2.883 3.851 -1.586 -0.56
O 1.178 2.414 -1.584 -0.67
H 2.487 0.167 -3.790 0.30
H 1.544 1.245 -4.538 0.40
H 3.105 2.779 -4.074 0.44
H 3.839 1.681 -2.906 0.26
C -4.361 -0.881 -3.269 -0.89
Si -4.322 0.729 -2.346 0.30
C -4.757 2.240 -3.318 -1.05
C -4.899 0.681 -0.590 -0.97
Se -1.910 1.205 -2.008 0.13
H -5.403 -1.163 -3.446 0.49
H -3.900 -1.683 -2.690 0.22
H -3.886 -0.802 -4.246 0.30
H -5.846 2.311 -3.395 0.40
H -4.351 2.207 -4.330 0.35
H -4.406 3.146 -2.824 0.37
H -5.992 0.685 -0.562 0.43
H -4.561 1.555 -0.032 0.34
H -4.554 -0.219 -0.081 0.29
N -0.116 -6.015 -5.492 -0.35
C -0.044 -4.973 -5.017 -0.36
C 0.045 -3.675 -4.416 0.50
C -0.940 -2.718 -4.647 -0.69
C -0.825 -1.486 -4.040 -0.61
N 0.185 -1.170 -3.205 0.13
C 1.137 -2.097 -3.006 -0.25
C 1.114 -3.345 -3.591 -0.76
H -1.778 -2.923 -5.297 0.56
H -1.560 -0.716 -4.209 0.66
H 1.942 -1.821 -2.340 0.69
H 1.908 -4.051 -3.393 0.61
C 0.179 0.809 1.264 -0.55
C -1.318 0.910 1.487 -1.54
As -1.812 1.659 3.272 0.25
C -0.982 0.293 4.394 -0.02
C -0.663 0.626 5.710 -0.44
C -0.144 -0.324 6.575 -0.57
C 0.056 -1.627 6.141 -0.63
C -0.274 -1.973 4.839 -0.69
C -0.789 -1.019 3.972 0.12
C -0.407 3.016 3.275 -0.06
C -0.747 4.245 2.713 -0.34
C 0.204 5.247 2.574 -0.68
C 1.502 5.033 3.012 -0.51
C 1.845 3.818 3.590 -0.76
C 0.897 2.813 3.718 0.22
P 0.730 -0.200 -0.140 -0.06
C 0.133 -1.867 0.172 1.50
C 0.751 -2.634 1.162 -1.01
C 0.236 -3.876 1.498 -0.78
C -0.904 -4.351 0.863 -0.94
C -1.539 -3.580 -0.101 -0.74
C -1.024 -2.341 -0.446 0.03
C 2.545 -0.197 -0.075 1.34
C 3.202 0.996 0.243 -0.88
C 4.588 1.046 0.262 -0.74
C 5.332 -0.089 -0.028 -0.76
C 4.688 -1.283 -0.329 -0.93
C 3.304 -1.339 -0.352 -0.77
H 0.664 0.332 2.126 0.68
H 0.619 1.802 1.156 0.81
H -1.826 -0.051 1.379 0.42
H -1.766 1.605 0.775 0.42
H -0.819 1.637 6.070 0.44
H 0.098 -0.049 7.593 0.41
H 0.455 -2.370 6.818 0.41
H -0.142 -2.993 4.500 0.42
H -1.057 -1.325 2.967 0.52
H -1.766 4.432 2.391 0.42
H -0.074 6.198 2.140 0.44
H 2.241 5.817 2.918 0.44
H 2.852 3.657 3.954 0.47
H 1.179 1.872 4.175 0.38
H 1.625 -2.262 1.684 0.54
H 0.723 -4.469 2.260 0.58
H -1.305 -5.320 1.129 0.47
H -2.438 -3.946 -0.579 0.52
H -1.528 -1.733 -1.189 0.10
H 2.649 1.894 0.482 0.37
H 5.082 1.975 0.511 0.52
H 6.412 -0.049 -0.004 0.45
H 5.266 -2.176 -0.528 0.48
H 2.820 -2.288 -0.548 0.36
```

# 2
# C12H15Cl2N3O2

A 4-piece molecular cluster, C12H15Cl2N3O2 overall (ωB97M-V/def2-TZVPD, the OMol25 dataset).

Summary:
charge	-1
lowest unoccupied orbital energy (alpha / beta)	2.71 / 2.71	eV
HOMO (alpha / beta)	0.06 / -4.10	eV
HOMO-LUMO gap (alpha / beta)	2.652 / 6.810	eV
⟨S²⟩	0.753
spin multiplicity	2

```
34
Properties=species:S:1:pos:R:3:mulliken_charge:R:1
N -3.529 2.837 2.154 -0.47
C -2.293 2.226 2.457 -0.13
C -1.926 1.971 3.768 -0.46
C -2.804 2.375 4.784 -0.26
C -3.976 3.056 4.446 -0.32
C -4.313 3.260 3.110 -0.16
H -1.573 1.970 1.694 0.36
H -0.998 1.439 3.919 0.43
H -2.647 2.260 5.846 0.35
H -4.581 3.497 5.225 0.34
H -5.296 3.656 2.901 0.32
N 4.628 -3.345 -0.504 -0.53
C 5.646 -3.562 -1.373 -0.20
C 5.524 -4.480 -2.441 -0.37
C 4.260 -5.088 -2.661 -0.21
C 3.237 -4.825 -1.789 -0.31
C 3.441 -3.975 -0.683 -0.04
H 6.560 -3.018 -1.188 0.36
H 6.296 -4.619 -3.184 0.33
H 4.100 -5.708 -3.531 0.35
H 2.231 -5.210 -1.871 0.34
H 2.598 -3.825 -0.025 0.27
C -0.443 -0.251 -1.562 -0.50
N 0.200 -0.672 -0.300 0.66
O -0.024 -0.036 0.666 -0.79
O 1.031 -1.589 -0.343 -0.78
H -0.805 -1.147 -2.067 0.24
H 0.403 0.206 -2.076 0.22
H -1.207 0.449 -1.224 0.01
C -2.829 4.399 -2.977 -0.31
Cl -1.917 3.240 -2.029 -0.09
Cl -2.708 5.969 -2.135 -0.18
H -2.398 4.396 -3.978 0.29
H -3.887 4.144 -3.030 0.25
```

# 3
# C3H2ClNO2

One molecule with the formula C3H2ClNO2 (ωB97M-V/def2-TZVPD, the OMol25 dataset).

Summary:
energy above the lowest of the compared OMol25 structures with the same formula, charge and spin	46.7	kcal/mol
lowest unoccupied orbital energy	0.34	eV
HOMO	-9.51	eV
HOMO-LUMO gap	9.854	eV
SMILES string	O=c1cc(Cl)[nH]o1

```
9
Properties=species:S:1:pos:R:3:mulliken_charge:R:1
O 2.448 -0.587 -0.145 -0.58
C 1.281 -0.250 -0.065 0.59
C 0.113 -0.984 0.117 -0.41
C -0.938 -0.165 0.093 0.22
Cl -2.633 -0.254 -0.112 -0.14
N -0.476 1.133 0.189 -0.11
O 0.888 1.110 -0.071 -0.23
H 0.185 -2.034 0.326 0.38
H -0.868 2.030 -0.332 0.29
```

# 4
# C17H79F13NO29S

A 28-piece molecular cluster, C17H79F13NO29S overall (ωB97M-V/def2-TZVPD, the OMol25 dataset).

Summary:
lowest unoccupied orbital energy (alpha / beta)	-0.66 / -0.66	eV
HOMO (alpha / beta)	-7.14 / -8.30	eV
HOMO-LUMO gap (alpha / beta)	6.484 / 7.637	eV
⟨S²⟩	0.754
spin multiplicity	2

```
140
Properties=species:S:1:pos:R:3:mulliken_charge:R:1
C 1.913 -1.225 4.579 -1.11
C 0.776 -0.375 3.942 -0.14
O 1.052 -0.260 2.568 -0.04
C 0.165 0.560 1.804 3.38
C 0.715 0.534 0.327 -0.68
C 2.232 0.417 0.165 -0.17
C 3.074 1.704 0.280 0.53
F 2.207 2.759 0.270 -0.13
F 3.820 1.910 -0.833 -0.40
C 3.905 1.886 1.573 0.51
F 3.183 1.700 2.653 -0.19
F 4.223 3.205 1.617 -0.37
C 5.295 1.173 1.635 0.56
F 5.875 1.727 2.724 -0.32
F 6.073 1.573 0.642 -0.23
C 5.337 -0.367 1.912 0.30
F 4.300 -0.824 2.543 -0.09
F 6.336 -0.588 2.755 -0.27
S 5.666 -1.504 0.430 1.39
F 7.126 -0.904 0.182 -0.30
F 6.340 -2.566 1.415 -0.36
F 4.299 -2.285 0.670 -0.36
F 4.966 -0.554 -0.608 -0.27
F 5.944 -2.511 -0.767 -0.30
C -0.071 1.989 2.352 -2.32
C -1.211 2.811 1.686 1.39
C -1.523 3.940 2.722 -1.46
C -0.757 3.611 0.426 -0.62
N -2.479 2.100 1.480 0.98
O -3.359 2.286 2.394 -0.72
C -2.350 0.708 1.010 1.55
C -2.331 0.579 -0.557 -0.81
C -3.709 0.004 1.426 -1.57
C -1.256 -0.141 1.707 -1.90
H 2.791 -0.584 4.707 0.16
H 2.120 -2.133 3.991 0.02
H 1.550 -1.497 5.578 0.53
H -0.163 -0.884 4.195 0.30
H 0.795 0.575 4.495 0.14
H 0.326 -0.386 -0.114 0.48
H 0.277 1.314 -0.288 -1.14
H 2.389 0.081 -0.871 0.46
H 2.704 -0.351 0.784 -0.11
H 0.831 2.606 2.262 -0.09
H -0.299 2.002 3.423 1.14
H -0.623 4.572 2.727 0.26
H -1.632 3.558 3.737 0.39
H -2.339 4.581 2.395 0.44
H -0.830 3.029 -0.496 -0.58
H -1.499 4.413 0.329 0.86
H 0.197 4.109 0.572 -0.16
H -1.614 1.260 -1.026 -0.03
H -2.070 -0.454 -0.803 0.13
H -3.314 0.805 -1.005 0.01
H -3.677 -0.962 0.902 0.38
H -4.580 0.529 1.038 0.52
H -3.755 -0.238 2.487 0.39
H -1.206 -1.098 1.161 -0.47
H -1.670 -0.402 2.689 0.73
O 1.653 -4.489 3.902 -0.54
H 1.372 -5.371 4.166 0.26
H 2.606 -4.578 3.777 0.32
O 0.856 2.261 -2.466 -0.41
H 1.648 2.324 -1.920 0.15
H 1.200 2.129 -3.358 0.22
O 3.949 -6.175 4.000 -0.63
H 4.741 -6.086 4.542 0.31
H 4.288 -6.334 3.111 0.30
O -4.003 -3.046 2.346 -0.53
H -4.947 -2.966 2.173 0.28
H -3.899 -3.937 2.714 0.27
O -0.865 -0.011 -4.389 -0.65
H -0.554 0.817 -4.007 0.29
H -0.064 -0.542 -4.476 0.31
O -1.914 -4.279 0.681 -0.52
H -1.511 -5.101 0.983 0.28
H -2.582 -4.071 1.351 0.16
O -3.581 -5.855 3.031 -0.58
H -3.889 -6.734 3.291 0.26
H -2.629 -5.958 2.936 0.23
O -0.316 -4.670 -2.240 -0.65
H 0.102 -5.492 -1.960 0.31
H -0.969 -4.482 -1.549 0.29
O 0.937 -5.615 6.792 -0.61
H 1.257 -4.777 7.147 0.31
H 1.727 -6.163 6.731 0.30
O 1.245 -2.209 -2.406 -0.50
H 0.923 -3.096 -2.179 0.31
H 2.196 -2.313 -2.524 0.27
O -0.888 1.213 -7.095 -0.64
H -0.765 0.479 -6.479 0.34
H -1.839 1.368 -7.071 0.31
O -5.702 0.642 -1.304 -0.59
H -5.500 1.439 -1.825 0.30
H -6.601 0.788 -0.992 0.31
O 8.743 -0.482 -2.050 -0.66
H 8.292 -0.831 -2.826 0.26
H 8.087 -0.559 -1.347 0.43
O -4.967 2.785 -3.105 -0.62
H -4.559 3.659 -3.148 0.26
H -5.094 2.544 -4.030 0.24
O 0.017 -2.498 0.120 -0.39
H -0.298 -3.388 0.334 0.24
H 0.969 -2.597 0.008 0.16
O 1.903 0.675 -5.013 -0.51
H 2.694 0.742 -4.464 0.25
H 2.247 0.541 -5.903 0.25
O -4.202 -7.830 5.107 -0.59
H -3.758 -8.624 5.425 0.30
H -4.856 -7.634 5.789 0.30
O -2.849 4.995 -2.199 -0.60
H -2.435 5.864 -2.170 0.28
H -2.116 4.390 -2.372 0.30
O -3.882 4.097 -5.388 -0.54
H -3.393 3.692 -6.114 0.31
H -3.421 4.932 -5.247 0.23
O -8.137 3.450 -2.692 -0.69
H -8.435 2.540 -2.566 0.33
H -7.177 3.375 -2.776 0.38
O -0.209 6.482 1.086 -0.59
H 0.591 6.531 1.622 0.31
H 0.115 6.304 0.197 0.32
O 9.839 -0.094 1.002 -0.64
H 9.388 -0.442 0.227 0.31
H 9.191 -0.172 1.711 0.30
O -1.947 -5.030 5.651 -0.59
H -2.250 -5.907 5.913 0.32
H -0.993 -5.131 5.548 0.26
O -1.800 3.794 -7.416 -0.63
H -1.465 4.694 -7.333 0.28
H -1.025 3.262 -7.641 0.33
O -9.811 1.995 -4.262 -0.64
H -9.398 2.869 -4.295 0.36
H -9.943 1.753 -5.184 0.30
O 5.653 -0.265 -4.252 -0.59
H 5.781 -1.051 -3.709 0.28
H 6.531 0.130 -4.310 0.32
O -3.320 6.414 -7.444 -0.57
H -2.958 7.298 -7.573 0.29
H -3.507 6.100 -8.337 0.31
```

# 5
# C32H47Ge2N2O3STi

C32H47Ge2N2O3STi as an isolated structure (ωB97M-V/def2-TZVPD, the OMol25 dataset).

Summary:
charge	+3
energy above the lowest of the compared OMol25 structures with the same formula, charge and spin	26.9	kcal/mol
lowest unoccupied orbital energy	-9.58	eV
HOMO	-15.57	eV
HOMO-LUMO gap	5.997	eV

```
88
Properties=species:S:1:pos:R:3:mulliken_charge:R:1
Ti 0.387 -0.249 0.166 -0.71
C 1.920 -1.418 1.892 -0.41
C 2.174 -2.185 0.753 -0.38
C 1.136 -2.866 0.124 -0.33
C -0.160 -2.784 0.638 -0.76
C -0.424 -2.012 1.772 0.10
C 0.620 -1.327 2.408 -0.94
H 2.733 -0.929 2.410 0.52
H 3.185 -2.273 0.377 0.52
H 1.339 -3.478 -0.745 0.51
H -0.956 -3.360 0.189 0.57
H -1.417 -1.979 2.197 0.36
H 0.435 -0.795 3.331 0.70
C 3.989 0.636 -1.913 -1.57
C 2.924 1.362 -1.126 1.44
C 3.005 2.867 -1.216 -1.51
O 2.906 0.917 0.279 -0.35
C 1.518 0.828 -1.367 0.15
O 1.318 -0.430 -1.528 -0.27
O 0.518 1.463 -0.898 -0.27
H 4.973 0.902 -1.523 0.44
H 3.962 0.942 -2.959 0.41
H 3.867 -0.444 -1.860 0.36
H 3.969 3.201 -0.831 0.43
H 2.211 3.344 -0.645 0.22
H 2.942 3.188 -2.257 0.40
H 3.772 1.083 0.676 0.38
C 0.965 3.777 2.809 -1.43
C 0.907 2.248 2.735 -0.40
Ge -0.579 1.613 1.628 0.77
C -2.006 0.938 2.788 0.39
C -2.426 2.073 3.736 -1.38
C -1.389 3.077 0.649 -0.41
C -2.015 3.177 -0.523 0.32
Ge -2.305 1.876 -1.919 0.06
C -1.173 1.787 -3.490 -0.56
C -1.965 1.971 -4.793 -1.31
C -4.139 1.312 -2.161 -0.26
C -5.077 2.371 -2.764 -1.27
C -2.718 4.413 -0.969 0.34
C -2.662 4.797 -2.310 -0.18
C -3.305 5.943 -2.757 -0.98
C -4.011 6.723 -1.856 -0.55
C -4.073 6.354 -0.516 -0.84
C -3.435 5.207 -0.075 -0.51
H 1.802 4.092 3.433 0.44
H 0.060 4.199 3.248 0.34
H 1.099 4.229 1.825 0.29
H 0.752 1.810 3.725 0.53
H 1.850 1.855 2.356 0.28
H -1.673 0.071 3.363 0.51
H -2.829 0.623 2.155 -0.36
H -1.601 2.419 4.361 0.36
H -3.214 1.736 4.412 0.44
H -2.815 2.932 3.188 0.27
H -1.377 3.995 1.241 0.87
H -0.687 0.810 -3.485 0.59
H -0.396 2.545 -3.371 0.55
H -2.804 1.278 -4.868 0.30
H -1.317 1.787 -5.649 0.45
H -2.356 2.982 -4.903 0.34
H -4.503 1.008 -1.175 0.39
H -4.102 0.423 -2.799 0.36
H -5.173 3.240 -2.117 0.32
H -6.072 1.945 -2.900 0.44
H -4.733 2.716 -3.739 0.29
H -2.062 4.239 -3.024 0.39
H -3.240 6.234 -3.797 0.47
H -4.511 7.621 -2.193 0.44
H -4.629 6.962 0.185 0.46
H -3.518 4.914 0.965 0.50
C -5.339 -3.958 -1.985 -1.44
C -4.811 -2.938 -1.035 0.76
C -5.391 -2.591 0.162 -1.23
C -4.780 -1.631 0.962 0.75
N -3.615 -1.041 0.591 0.68
C -3.084 -1.373 -0.548 -0.34
S -1.631 -0.617 -1.231 -0.38
N -3.654 -2.304 -1.353 0.31
C -5.366 -1.203 2.263 -1.35
H -6.412 -4.075 -1.856 0.43
H -4.868 -4.922 -1.777 0.31
H -5.131 -3.692 -3.021 0.43
H -6.319 -3.056 0.463 0.55
H -3.219 -2.500 -2.249 0.35
H -6.438 -1.387 2.301 0.49
H -5.158 -0.151 2.445 0.29
H -4.900 -1.779 3.069 0.28
```

# 6
# CH3BrClP

One molecule with the formula CH3BrClP (ωB97M-V/def2-TZVPD, the OMol25 dataset).

Summary:
energy above the lowest of the compared OMol25 structures with the same formula, charge and spin	20.8	kcal/mol
lowest unoccupied orbital energy	-1.20	eV
HOMO	-10.05	eV
HOMO-LUMO gap	8.846	eV
SMILES string	CP(Cl)Br

```
7
Properties=species:S:1:pos:R:3:mulliken_charge:R:1
C 0.114 0.766 0.391 -0.85
P 0.633 -1.012 0.139 0.34
Cl -1.657 -2.008 0.434 -0.35
Br 0.845 -1.094 -2.067 -0.10
H 0.793 1.509 -0.224 0.32
H 0.222 0.886 1.393 0.33
H -0.951 0.952 -0.066 0.32
```

Number 1: largest force on an atom 0.00860 Eh/bohr. Number 2: largest force on an atom 0.16977 Eh/bohr. Number 3: largest force on an atom 0.06427 Eh/bohr. Number 4: largest force on an atom 0.05937 Eh/bohr. Number 5: largest force on an atom 0.04331 Eh/bohr. Number 6: largest force on an atom 0.11088 Eh/bohr.